(1)
{
  "formula": "C7H14N",
  "method": "ωB97M-V with the def2-TZVPD basis set",
  "gap_ev": [10.029, 7.739],
  "s2": 0.78,
  "spin_multiplicity": 2,
  "charge": 2,
  "relative_energy_kcal_mol": 62.08,
  "e_lumo_ev": [-9.26, -12.24],
  "symbols": ["C", "C", "C", "C", "C", "C", "C", "N", "H", "H", "H", "H", "H", "H", "H", "H", "H", "H", "H", "H", "H", "H"],
  "positions_angstrom": [[-2.355554, 0.194571, -0.631417], [-1.088812, -0.470139, -0.903202], [-0.427091, -0.794301, 0.497393], [1.090155, -0.554660, 0.611739], [1.993299, -1.527023, 0.367125], [0.974115, 1.714880, 1.653938], [1.619749, 0.615801, 1.235803], [0.013152, 0.374611, -1.726450], [-2.264667, 1.275388, -0.444323], [-3.157057, 0.218392, -1.327903], [-2.742615, -0.264822, 0.269803], [-1.214414, -1.543473, -1.633354], [-1.006456, -0.238002, 1.326791], [-0.784973, -1.827644, 0.666900], [3.067391, -1.564534, 0.528119], [1.620247, -2.543657, 0.032139], [1.396486, 2.652256, 1.799594], [-0.096444, 1.655513, 1.835239], [2.742761, 0.660387, 1.335670], [0.073539, 1.335990, -1.208577], [-0.312477, 0.695023, -2.579200], [0.859671, -0.064551, -1.705818]],
  "forces_ev_per_angstrom": [[-1.135, 1.773, 0.343], [2.225, -3.440, -2.153], [-0.950, 0.354, 0.204], [-1.446, 0.760, 1.829], [0.201, -3.608, -0.867], [-2.854, -0.229, 0.343], [2.975, -1.218, -0.915], [-4.261, 3.372, 4.530], [0.463, -0.148, 0.478], [-0.377, -0.705, -1.184], [-0.320, 0.028, 0.132], [0.453, 3.298, 2.309], [1.207, -0.440, -1.398], [1.000, 0.192, 0.167], [-0.042, 0.790, 0.061], [0.341, 1.274, 0.283], [1.131, 1.447, 0.453], [-0.039, 0.176, -0.024], [-1.143, -0.200, -0.289], [0.320, -2.060, -0.818], [-0.674, -0.001, -2.927], [2.926, -1.415, -0.556]],
  "lowdin_charge": [-0.062, -0.267, -0.093, -0.253, 0.244, 0.239, -0.019, 0.251, 0.116, 0.097, 0.107, 0.248, 0.147, 0.149, 0.124, 0.146, 0.100, 0.111, 0.170, 0.211, 0.138, 0.097]
}

(2)
{
  "formula": "C16H14N6O4",
  "method": "ωB97M-V with the def2-TZVPD basis set",
  "gap_ev": 6.718,
  "charge": 0,
  "e_lumo_ev": -0.74,
  "symbols": ["N", "C", "C", "C", "C", "N", "O", "O", "N", "C", "C", "N", "O", "O", "C", "H", "H", "C", "C", "C", "N", "C", "C", "C", "N", "C", "C", "C", "H", "H", "H", "H", "H", "H", "H", "H", "H", "H", "H", "H"],
  "positions_angstrom": [[-3.551812, -0.153971, 2.836890], [-2.496456, 0.342189, 2.947358], [-1.179349, 0.903910, 3.075731], [-0.029483, -0.028618, 2.728276], [1.293156, 0.521788, 3.121284], [2.495528, 0.062302, 2.636028], [2.849358, -0.939453, 2.031719], [3.464310, 1.023488, 3.075990], [2.861506, 2.101153, 3.670173], [1.510762, 1.798324, 3.614422], [0.384946, 2.685074, 3.732671], [0.509164, 4.114981, 3.780304], [1.609011, 4.690275, 3.869876], [-0.576462, 4.752693, 3.721576], [-0.934289, 2.184083, 3.517879], [-0.169577, -0.993519, 3.252393], [-1.781704, 2.859326, 3.661272], [-0.224197, -1.052523, -5.144964], [-0.823539, -2.402124, -4.737188], [-0.588827, -2.519090, -3.222288], [-0.253655, -1.184567, -2.773901], [-0.112623, -0.883070, -1.456943], [-0.105058, -1.921985, -0.496487], [-0.031239, -1.605368, 0.838534], [-0.005975, -0.325405, 1.254698], [0.000196, 0.696110, 0.360331], [-0.005175, 0.452748, -1.000858], [-0.163723, -0.214705, -3.850919], [0.793634, -1.193015, -5.525328], [-0.818134, -0.549478, -5.910688], [-1.902119, -2.403825, -4.928586], [-0.369878, -3.242896, -5.265983], [-1.486163, -2.914471, -2.720546], [0.243568, -3.214942, -3.019553], [-0.178802, -2.968267, -0.778308], [0.001955, -2.340449, 1.640065], [-0.004344, 1.705625, 0.777178], [0.030646, 1.288593, -1.696736], [0.762557, 0.379208, -3.791719], [-1.017726, 0.489877, -3.823645]],
  "forces_ev_per_angstrom": [[1.886, 0.819, 0.105], [-1.192, -0.462, -0.072], [0.299, -0.222, 0.182], [-0.209, -0.492, 0.611], [1.738, -0.766, -1.781], [-1.249, 1.342, 2.022], [-0.138, 0.279, 0.088], [-0.214, -1.209, -0.421], [-3.128, -0.925, -0.603], [2.420, 2.421, 0.185], [-0.676, 0.610, 0.158], [-0.548, 1.029, 0.394], [-1.301, -1.356, -0.120], [1.494, -0.514, 0.008], [0.643, -0.103, -0.181], [-0.048, 0.130, -0.626], [0.457, -0.195, 0.035], [0.500, 0.078, 0.175], [-0.394, 0.126, 0.230], [0.211, -0.889, -0.316], [0.158, 0.373, 1.052], [-0.189, -0.377, -0.990], [-0.081, -0.041, 0.662], [-0.022, 0.038, -0.372], [-0.286, -0.037, -0.303], [0.107, -0.233, -0.568], [0.034, 0.237, 0.826], [-0.391, 0.570, -0.499], [-0.205, 0.056, -0.020], [0.173, -0.082, 0.066], [0.204, -0.085, -0.053], [-0.155, 0.152, 0.004], [0.283, 0.214, 0.008], [-0.218, 0.190, 0.031], [0.096, 0.308, 0.046], [-0.046, 0.056, -0.356], [0.042, -0.352, -0.078], [-0.081, -0.232, 0.260], [-0.279, -0.237, 0.070], [0.305, -0.222, 0.141]],
  "lowdin_charge": [0.126, -0.207, -0.210, -0.145, -0.077, -0.172, 0.036, 0.017, 0.140, -0.158, -0.122, -0.353, 0.038, -0.021, 0.038, 0.163, 0.135, -0.150, -0.150, -0.154, -0.074, -0.182, 0.041, -0.003, -0.011, 0.029, 0.054, -0.143, 0.114, 0.113, 0.114, 0.113, 0.131, 0.130, 0.113, 0.148, 0.159, 0.118, 0.130, 0.132]
}

(3)
{
  "formula": "CH4N2O",
  "method": "ωB97M-V with the def2-TZVPD basis set",
  "gap_ev": 10.655,
  "charge": 0,
  "relative_energy_kcal_mol": 115.83,
  "e_lumo_ev": 0.46,
  "smiles": "[H]/N=C/NO",
  "symbols": ["H", "N", "C", "N", "O", "H", "H", "H"],
  "positions_angstrom": [[2.666818, 0.111623, 0.213380], [1.612577, -0.357760, 0.216069], [0.672062, 0.560685, -0.044621], [-0.473382, -0.210581, -0.568753], [-1.713816, -0.003066, 0.228500], [0.395507, 1.726218, -0.258896], [-0.072674, -1.223663, -0.206715], [-1.285862, 0.024626, 1.160741]],
  "forces_ev_per_angstrom": [[-3.366, -1.259, 0.375], [1.834, 5.483, -0.601], [-0.663, -2.217, -1.794], [1.096, -2.263, 2.933], [2.693, 0.343, 1.638], [1.756, -2.601, 1.034], [-1.649, 2.594, -1.681], [-1.702, -0.081, -1.904]],
  "lowdin_charge": [0.110, 0.018, -0.283, -0.126, -0.145, 0.167, 0.151, 0.108]
}